No. 1
A structure of composition C27H55LuN12O2 at a distorted geometry, computed with ωB97M-V with the def2-TZVPD basis set.

Atoms and positions in Å:
1 Lu 0.5854 0.1011 0.2405
2 C 2.0519 3.5485 3.2329
3 N 2.6143 2.7226 2.1713
4 C 2.6086 3.4694 0.9282
5 C 2.7154 1.4040 2.3462
6 N 2.4750 0.5242 1.3526
7 C 3.4355 -0.5952 1.2592
8 C 3.7691 -0.7104 -0.2329
9 N 2.5589 -0.6880 -1.0729
10 C 2.5582 0.3720 -2.1335
11 C 1.2111 0.5398 -2.8054
12 N 0.1836 1.1440 -1.9230
13 C -0.7375 1.8347 -2.5356
14 N -1.6222 2.5515 -1.7821
15 C -1.2768 3.1376 -0.5471
16 C -2.9243 2.8531 -2.3461
17 N -0.8533 1.9017 -3.9087
18 C -0.9435 3.2375 -4.5721
19 C -1.3011 0.7089 -4.6521
20 C 2.2729 -2.0361 -1.5722
21 C 1.5309 -2.9783 -0.6099
22 N 0.6118 -2.2532 0.1921
23 C -0.3601 -3.0550 0.7391
24 N -1.1944 -3.8466 -0.0813
25 C -1.3438 -3.6680 -1.4896
26 C -1.7731 -5.0836 0.4481
27 N -0.4807 -2.9932 2.0851
28 C -1.6888 -3.0826 2.8244
29 C 0.6921 -2.7848 2.9282
30 N 3.2524 0.9817 3.5564
31 C 2.7095 -0.2279 4.2063
32 C 4.1499 1.7855 4.3089
33 H 1.8064 2.9527 4.1413
34 H 1.1232 3.9927 2.9098
35 H 2.7812 4.2821 3.5449
36 H 1.6391 3.9278 0.7451
37 H 2.7877 2.7959 0.0047
38 H 3.3538 4.3254 1.0203
39 H 3.0071 -1.5511 1.6008
40 H 4.3942 -0.2986 1.7734
41 H 4.2854 -1.6582 -0.3771
42 H 4.4505 0.1596 -0.4178
43 H 3.2675 0.2049 -2.9800
44 H 2.9898 1.2476 -1.7128
45 H 0.8801 -0.4050 -3.2375
46 H 1.3620 1.1768 -3.6852
47 H -0.2526 2.8683 -0.2252
48 H -1.9462 2.8292 0.2789
49 H -1.2694 4.2407 -0.5116
50 H -3.7452 2.5983 -1.6227
51 H -3.0350 2.3236 -3.3218
52 H -2.9802 3.9311 -2.5287
53 H -0.4233 3.9842 -3.9235
54 H -1.9341 3.5610 -4.8283
55 H -0.4199 3.2163 -5.5408
56 H -1.4215 -0.1323 -3.9788
57 H -0.5651 0.4505 -5.4469
58 H -2.2891 0.8003 -5.1419
59 H 3.2045 -2.4426 -1.9786
60 H 1.5895 -1.8918 -2.4443
61 H 2.3369 -3.3039 0.0937
62 H 1.2433 -3.7958 -1.2167
63 H -0.9436 -2.7496 -1.7934
64 H -2.3928 -3.7379 -1.8199
65 H -0.8611 -4.5133 -2.0227
66 H -1.3465 -5.2772 1.4466
67 H -1.5137 -5.9529 -0.1867
68 H -2.8232 -4.9416 0.5744
69 H -1.7344 -4.0726 3.4628
70 H -2.6102 -2.9913 2.2392
71 H -1.7551 -2.2077 3.4595
72 H 1.0745 -3.7339 3.2291
73 H 0.5853 -2.1696 3.7748
74 H 1.5501 -2.3430 2.4334
75 H 1.7467 -0.4591 3.7082
76 H 2.4292 -0.0168 5.2197
77 H 3.3996 -1.0667 4.1901
78 H 4.5570 2.6195 3.6980
79 H 4.9652 1.1401 4.7544
80 H 3.6990 2.2649 5.1816
81 N -2.0337 -0.1804 0.1628
82 C -3.3342 -0.0113 -0.4034
83 C -3.5428 -0.6102 -1.6438
84 C -4.8399 -0.7194 -2.1583
85 C -5.9501 -0.1796 -1.5056
86 C -5.6995 0.5345 -0.3406
87 C -4.3895 0.6394 0.1849
88 H -2.0679 0.1382 1.1629
89 H -1.9636 -1.2276 0.3291
90 H -2.6751 -1.0993 -2.0697
91 H -4.9811 -1.1289 -3.1741
92 H -6.8992 -0.2554 -1.9401
93 H -6.4983 1.0469 0.2030
94 H -4.2091 1.2682 1.0320
95 O 0.0143 1.8408 1.8855
96 N -0.5594 1.0705 2.6843
97 O -0.1045 -0.1223 2.4943

Atomic forces in eV per Å
Lu -0.116 -0.183 0.038
C 0.227 -0.768 1.534
N -0.883 0.687 0.227
C 0.938 -0.488 -1.743
C 1.252 -1.330 0.077
N 0.705 0.719 0.904
C 0.249 0.651 -0.370
C 0.577 0.727 0.708
N -0.569 0.576 0.250
C 0.594 -1.470 -1.097
C -0.038 1.088 -0.070
N 1.115 -1.393 0.039
C -0.712 0.548 0.667
N 0.225 -0.375 -1.587
C 0.673 0.382 2.235
C -0.689 0.367 -0.133
N -0.578 0.181 -0.668
C 1.186 -0.385 0.430
C 0.592 0.131 -0.691
C -1.101 0.388 -1.847
C 3.801 1.526 0.433
N -2.453 -0.272 0.398
C 0.034 0.433 -1.406
N 1.250 0.760 2.908
C -0.472 -1.763 -0.729
C 1.049 -0.108 0.725
N 0.307 0.299 -1.162
C -1.624 -1.881 1.548
C 1.347 -0.544 -1.186
N -1.557 -0.472 -1.249
C -0.718 0.437 -1.174
C 1.550 0.639 1.126
H 0.219 0.245 -0.787
H -0.136 0.293 -0.243
H 0.006 0.518 -0.001
H -0.215 0.021 0.195
H 0.189 1.098 1.667
H -0.742 -1.212 -0.361
H 0.412 0.349 0.248
H -1.030 -0.815 -0.141
H 0.374 0.143 -0.270
H -0.605 -0.824 -0.459
H -0.174 -0.670 0.565
H -0.265 1.042 0.686
H -0.097 -0.060 0.145
H 0.026 0.048 0.156
H -0.610 -0.017 -0.417
H 0.173 -0.012 -0.395
H -0.321 -0.200 -0.567
H 0.785 -0.025 -0.718
H -0.206 0.358 1.088
H -0.211 -0.034 -0.107
H -0.580 -0.549 -0.547
H -0.760 0.104 0.282
H 0.140 -0.271 0.442
H 0.258 -0.104 0.216
H -0.459 0.070 0.484
H 0.358 0.509 0.255
H -0.191 -0.415 0.106
H 0.543 -0.263 0.535
H -0.439 -0.549 -0.398
H -0.846 -1.036 -0.281
H 0.663 1.309 -0.519
H 0.124 0.216 0.496
H 0.096 0.540 0.129
H -0.165 0.027 -0.475
H -0.309 0.574 0.135
H -0.880 -0.338 -0.137
H -0.037 1.998 -1.089
H 0.384 -0.470 -0.397
H 0.252 -0.012 0.556
H -0.011 -0.954 0.573
H -1.121 0.588 0.956
H -0.415 0.073 -0.632
H 0.868 -0.089 0.146
H 0.169 0.307 0.701
H 0.108 -0.099 -0.099
H 0.006 -0.841 0.296
H -0.635 0.685 -0.813
H -0.295 -0.038 0.017
N 0.729 -1.203 2.649
C -0.454 -0.300 -1.505
C -0.674 -0.499 0.446
C 0.442 0.136 -1.126
C 2.122 0.362 0.745
C 0.413 0.336 0.437
C -0.903 0.128 -0.073
H -0.205 -0.115 -1.078
H 0.010 1.372 -0.423
H -0.182 -0.002 -0.482
H 0.110 -0.074 0.749
H -1.257 -0.092 -0.379
H 0.224 -0.210 -0.289
H -0.088 0.074 0.671
O -1.155 0.385 -0.172
N 1.936 -0.948 -0.735
O -1.625 0.322 0.209

Net charge: +2
Kohn-Sham gap (eV): 9.09
Multiplicity: 1
ΔE to the lowest compared entry with this formula, charge and spin (kcal/mol): 28.7
E (eV): -84474.95796


No. 2
A cluster of 3 separate species, C27H57BN3O8S3 in total at a distorted geometry, computed with ωB97M-V with the def2-TZVPD basis set.

Atoms and positions in Å:
1 C 3.6464 5.3559 2.7750
2 C 3.2869 3.7332 2.8216
3 C 3.8572 2.9966 1.4330
4 N 3.5803 1.5191 1.6023
5 B 3.7064 0.7493 0.2866
6 C 5.0911 0.8708 -0.5910
7 C 5.9952 -0.4945 -0.6617
8 C 6.3404 -1.0048 -2.1857
9 C 6.8849 0.1649 -3.1983
10 N 7.3454 -0.5126 -4.5000
11 C 6.5639 -0.0125 -5.6943
12 C 6.7592 1.5967 -6.0776
13 O 5.7676 -0.7697 -6.4834
14 O 3.1952 -0.6040 0.6641
15 C 2.1330 -1.0761 -0.2372
16 S 3.0964 -2.3559 -1.2789
17 C 0.9082 -2.0035 0.3321
18 C 0.0152 -1.3265 1.5279
19 C -1.5623 -1.6216 1.1843
20 C -2.5969 -0.4143 1.5853
21 C -3.9174 -0.5843 0.5833
22 C -5.0872 0.5413 0.8474
23 C -4.6422 2.0068 0.1781
24 C -5.8793 3.0932 0.4298
25 C -6.5431 3.6057 -0.9999
26 O -6.3481 5.0685 -1.0695
27 C -4.9085 5.3350 -1.2478
28 C 1.8463 0.0920 -1.3501
29 N 2.3128 -0.5493 -2.6383
30 C 2.8460 0.3752 -3.5025
31 S 3.3096 1.8168 -4.3240
32 S 0.1728 0.9272 -1.4444
33 C -1.1696 -0.1169 -2.2741
34 O -0.3000 1.5453 -0.0715
35 O 0.3619 2.1773 -2.3891
36 O 2.6797 1.1635 -0.7303
37 H 3.1813 5.9559 3.6849
38 H 3.1732 5.8018 1.7768
39 H 4.8223 5.4941 2.7459
40 H 2.1022 3.6060 2.8235
41 H 3.7267 3.2136 3.7921
42 H 5.0188 3.2629 1.4163
43 H 3.3953 3.4839 0.4744
44 H 4.3408 1.1853 2.2684
45 H 4.8028 1.2434 -1.6876
46 H 5.7790 1.7329 -0.1491
47 H 7.0382 -0.2346 -0.1497
48 H 5.5666 -1.4100 -0.0716
49 H 5.4617 -1.5538 -2.7327
50 H 7.2147 -1.7967 -2.0808
51 H 7.7228 0.8393 -2.7358
52 H 5.9397 0.8160 -3.5153
53 H 7.2323 -1.5489 -4.4469
54 H 6.4187 2.2410 -5.1481
55 H 7.9222 1.7117 -6.3111
56 H 6.1041 1.9351 -6.9884
57 H 2.1767 -3.3512 -1.7352
58 H 1.4162 -2.9864 0.7804
59 H 0.2773 -2.3839 -0.5958
60 H 0.2579 -1.9446 2.5196
61 H 0.2709 -0.2119 1.7748
62 H -1.9002 -2.5733 1.8209
63 H -1.7508 -1.9069 0.0538
64 H -2.1419 0.6633 1.5535
65 H -2.9660 -0.6457 2.6953
66 H -4.3836 -1.6708 0.6449
67 H -3.5740 -0.4474 -0.5434
68 H -6.0350 0.1982 0.2098
69 H -5.4378 0.6337 1.9608
70 H -3.6495 2.3108 0.7244
71 H -4.4400 1.8643 -0.9889
72 H -6.7706 2.5755 1.0277
73 H -5.5331 3.9983 1.1212
74 H -7.6930 3.3421 -1.0172
75 H -6.0659 3.0453 -1.9213
76 H -4.3624 5.5545 -0.2118
77 H -4.3446 4.3862 -1.7018
78 H -4.7719 6.2732 -1.9682
79 H -2.1843 0.4346 -2.0842
80 H -1.1403 -1.2357 -1.9328
81 H -0.9903 -0.1215 -3.4540
82 C -2.7466 -4.4226 5.6129
83 C -2.4671 -3.4678 4.4709
84 O -3.1588 -3.8902 3.3050
85 H -2.4346 -5.4387 5.3500
86 H -2.2169 -4.1134 6.5183
87 H -3.8192 -4.4647 5.8289
88 H -1.3972 -3.4453 4.2437
89 H -2.7882 -2.4520 4.7211
90 H -4.1086 -3.8987 3.5146
91 C -6.4334 -5.2993 0.4333
92 C -5.5001 -5.3216 1.6260
93 O -6.1144 -4.6818 2.7349
94 H -6.6908 -4.2693 0.1654
95 H -5.9727 -5.7849 -0.4315
96 H -7.3724 -5.8117 0.6667
97 H -4.5722 -4.7897 1.3960
98 H -5.2483 -6.3485 1.9082
99 H -6.9331 -5.1668 2.9364

Atomic forces in eV per Å
C -0.266 -0.432 -0.240
C -0.469 0.747 -0.915
C 0.492 0.898 1.919
N 1.769 1.832 -0.148
B -0.878 -0.555 -0.226
C 1.876 0.176 -0.788
C 1.146 0.283 -0.345
C 0.985 -0.091 0.024
C -1.484 0.044 0.177
N -2.331 0.796 -1.989
C -2.798 -2.227 -2.755
C 0.254 -0.786 0.704
O 5.039 3.971 4.758
O -2.893 -1.924 -1.890
C 1.135 -1.727 0.041
S 0.098 -2.475 0.931
C 0.843 0.026 1.092
C -0.358 -1.205 0.286
C -0.477 -0.022 0.836
C -0.997 -1.236 0.053
C -0.054 0.662 0.127
C -0.188 -0.178 -1.812
C -0.556 -0.676 1.140
C -0.280 -0.691 -0.010
C -0.004 -0.201 1.120
O 1.425 -1.698 -0.867
C 1.096 0.129 -0.036
C 3.868 0.711 3.798
N 1.606 7.961 -5.657
C -2.494 -0.079 3.340
S -1.092 -4.883 2.188
S -1.695 7.975 0.527
C -0.184 -0.799 -1.323
O 1.359 -3.721 -4.070
O -0.414 -4.852 2.099
O -3.550 -1.150 -2.996
H 1.071 -1.291 -1.826
H 1.127 -0.908 2.140
H -2.466 -0.146 0.083
H 2.588 0.195 0.101
H -0.828 1.057 -2.115
H -2.099 -0.514 -0.149
H 0.555 -1.177 1.868
H -1.356 0.379 -1.088
H 0.745 -0.913 2.330
H -1.242 -1.703 -0.943
H -2.013 -0.720 -1.108
H 0.517 1.861 -1.123
H 1.427 1.169 1.196
H -1.650 1.435 -0.282
H -1.579 -1.381 -0.867
H 2.186 -1.104 1.113
H -0.120 1.218 -0.078
H 1.008 -1.289 -1.857
H -2.601 0.005 0.616
H 1.320 -1.117 1.769
H 0.769 1.582 0.616
H -1.017 2.274 -1.099
H 1.170 1.059 1.910
H -0.430 1.423 -2.099
H -0.546 -2.079 -0.952
H 0.661 2.044 -1.596
H 0.610 0.697 2.193
H -0.753 -2.191 -0.217
H 0.708 0.703 -2.282
H 1.082 2.152 0.143
H -0.598 -0.275 2.310
H 1.805 0.657 1.460
H 0.929 -0.079 -2.052
H -1.898 -0.285 -1.293
H -0.399 0.285 2.613
H 2.068 0.876 -1.192
H -0.756 -1.830 -1.837
H 2.265 0.982 0.069
H -0.704 1.226 1.755
H -1.299 -0.368 -2.144
H -1.269 2.115 0.780
H -0.393 -2.101 1.624
H 2.126 -1.095 -0.006
H -0.202 2.309 -0.330
H -0.031 0.261 2.716
C 0.079 -0.138 0.208
C -0.266 -0.105 0.048
O -0.267 -0.054 -0.100
H 0.047 0.164 0.011
H -0.074 -0.053 -0.015
H 0.074 0.098 0.040
H -0.181 0.015 -0.138
H 0.169 0.059 0.135
H 0.282 -0.038 -0.154
C -0.045 0.062 -0.207
C -0.159 -0.160 -0.308
O -0.249 0.063 0.471
H 0.133 -0.118 0.026
H -0.094 0.025 0.047
H 0.083 -0.084 -0.052
H -0.159 -0.030 0.223
H 0.142 -0.025 -0.145
H 0.465 0.320 -0.053

Net charge: -1
Kohn-Sham gap (eV): 6.71
Multiplicity: 1
E (eV): -82943.75528